Entry 1:
Formula: C25H31GeNOOsSSb
Source: the OMol25 dataset
Level of theory: the ωB97M-V functional and the def2-TZVPD basis

Summary:
ΔE to the lowest compared entry with this formula, charge and spin, kJ/mol: 245.1
Net charge: +1
HOMO energy (alpha / beta), Eh: -0.3775 / -0.3786

Last column: natural (NBO) charge in e.
CARTESIAN COORDINATES (ANGSTROEM)
Os  0.72  -1.53  0.82  0.677
N  0.31  -0.98  5.02  -0.767
C  0.65  -0.97  3.74  0.702
O  -0.20  -0.75  2.86  -0.689
C  2.08  -1.24  3.37  -0.534
C  2.12  -2.24  2.19  -0.574
H  -0.65  -0.84  5.29  0.417
H  0.99  -1.17  5.75  0.415
H  2.66  -1.61  4.22  0.224
H  2.51  -0.29  3.04  0.253
H  1.87  -3.24  2.54  0.192
H  3.13  -2.25  1.76  0.219
S  2.21  0.21  -0.57  -0.561
Sb  0.64  1.86  -0.93  1.671
C  0.89  2.58  -2.93  -0.368
C  1.21  3.89  -3.22  -0.221
C  1.34  4.27  -4.55  -0.198
C  1.16  3.35  -5.56  -0.166
C  0.84  2.03  -5.25  -0.215
C  0.70  1.65  -3.93  -0.158
C  0.78  3.22  0.72  -0.255
C  1.20  4.54  0.61  -0.250
C  1.30  5.32  1.75  -0.199
C  1.01  4.78  2.99  -0.170
C  0.61  3.45  3.10  -0.202
C  0.50  2.67  1.96  -0.259
C  -1.38  1.14  -0.84  -0.345
C  -2.42  2.06  -0.93  -0.220
C  -3.73  1.62  -0.83  -0.183
C  -4.00  0.28  -0.63  -0.201
C  -2.97  -0.64  -0.55  -0.134
C  -1.65  -0.20  -0.67  -0.239
H  1.35  4.62  -2.43  0.213
H  1.60  5.30  -4.78  0.229
H  1.26  3.65  -6.59  0.228
H  0.71  1.31  -6.04  0.230
H  0.46  0.62  -3.68  0.218
H  1.44  4.96  -0.35  0.213
H  1.60  6.35  1.66  0.229
H  1.08  5.39  3.88  0.227
H  0.40  3.02  4.07  0.223
H  0.18  1.64  2.03  0.226
H  -2.21  3.11  -1.08  0.225
H  -4.54  2.33  -0.91  0.231
H  -5.02  -0.06  -0.53  0.230
H  -3.17  -1.69  -0.42  0.218
H  -0.83  -0.94  -0.65  0.189
C  0.35  -6.29  0.13  -1.043
Ge  -0.42  -4.51  -0.32  1.476
C  -1.38  -4.60  -2.07  -1.046
C  -1.55  -3.88  1.24  -1.064
C  0.89  -3.07  -0.46  -0.583
H  -0.40  -7.07  0.02  0.241
H  0.71  -6.29  1.15  0.231
H  1.18  -6.53  -0.53  0.238
H  -2.10  -5.41  -2.09  0.239
H  -0.66  -4.77  -2.86  0.236
H  -1.90  -3.67  -2.28  0.226
H  -2.59  -4.21  1.20  0.247
H  -1.53  -2.78  1.32  0.207
H  -1.12  -4.29  2.14  0.232
H  1.77  -3.24  -1.08  0.174

=====

Entry 2:
Formula: C25H31IrN7
Source: the OMol25 dataset
Level of theory: the ωB97M-V functional and the def2-TZVPD basis

Summary:
ΔE to the lowest compared entry with this formula, charge and spin, kJ/mol: 50.7
Spin multiplicity: 5
Net charge: +3
HOMO energy (alpha / beta), Eh: -0.6385 / -0.6620

Last column: Löwdin spin population.
CARTESIAN COORDINATES (ANGSTROEM)
Ir  -0.21  0.51  -0.17  2.716
C  -0.20  -0.03  -3.25  0.013
N  -0.14  -0.91  -2.07  0.158
C  1.09  -1.71  -2.05  0.011
C  2.29  -0.89  -1.63  0.012
C  3.57  -1.26  -2.01  0.005
C  4.64  -0.52  -1.55  -0.002
C  4.40  0.59  -0.75  0.005
C  3.09  0.89  -0.41  0.010
N  2.06  0.15  -0.83  0.132
C  -1.34  -1.76  -1.97  0.012
C  -2.56  -0.97  -1.61  0.014
C  -3.83  -1.40  -1.96  0.004
C  -4.93  -0.65  -1.58  0.003
C  -4.72  0.53  -0.88  0.004
C  -3.42  0.89  -0.56  0.015
N  -2.37  0.15  -0.90  0.125
C  -0.15  1.47  -3.03  0.014
C  -0.13  2.28  -4.16  0.005
C  -0.11  3.66  -4.02  -0.004
C  -0.11  4.20  -2.75  0.006
C  -0.13  3.34  -1.67  0.017
N  -0.15  2.01  -1.81  0.132
H  -1.13  -0.22  -3.80  0.001
H  0.62  -0.27  -3.93  0.002
H  1.28  -2.17  -3.02  0.004
H  0.97  -2.53  -1.33  0.000
H  3.72  -2.12  -2.65  0.001
H  5.65  -0.79  -1.82  0.000
H  5.21  1.20  -0.39  0.001
H  2.86  1.73  0.22  0.002
H  -1.18  -2.51  -1.17  0.001
H  -1.51  -2.32  -2.90  0.004
H  -3.96  -2.32  -2.52  0.001
H  -5.93  -0.97  -1.83  0.000
H  -5.55  1.16  -0.58  0.001
H  -3.22  1.79  0.00  0.003
H  -0.13  1.83  -5.14  0.001
H  -0.11  4.30  -4.89  0.000
H  -0.10  5.27  -2.59  0.001
H  -0.12  3.72  -0.65  0.004
C  1.69  -2.57  3.85  0.004
C  1.08  -2.90  2.49  0.006
N  0.56  -1.68  1.91  0.045
C  0.23  -0.59  2.63  0.039
N  -0.01  0.53  1.94  0.305
C  -0.38  1.72  2.68  0.047
C  -1.23  1.36  3.90  0.010
C  -0.41  0.41  4.76  0.006
N  0.15  -0.66  3.96  0.053
C  0.66  -1.81  4.67  0.007
H  2.58  -1.95  3.71  0.000
H  1.97  -3.49  4.36  0.001
H  0.27  -3.63  2.60  0.001
H  1.83  -3.32  1.82  0.000
H  0.75  -1.49  0.93  0.012
H  -0.91  2.40  2.01  0.012
H  0.54  2.23  3.02  0.010
H  -2.16  0.89  3.58  0.000
H  -1.48  2.26  4.46  0.001
H  -1.04  -0.04  5.53  0.001
H  0.40  0.95  5.27  0.002
H  -0.17  -2.47  4.94  0.003
H  1.11  -1.46  5.61  0.002

=====

Entry 3:
Formula: C25H31IrN8O2
Source: the OMol25 dataset
Level of theory: the ωB97M-V functional and the def2-TZVPD basis

Summary:
ΔE to the lowest compared entry with this formula, charge and spin, kJ/mol: 102.0
Spin multiplicity: 5
Net charge: +2
HOMO energy (alpha / beta), Eh: -0.4390 / -0.4819

Last column: Löwdin spin population.
CARTESIAN COORDINATES (ANGSTROEM)
Ir  -0.42  0.39  -1.33  2.197
C  -0.10  -0.18  -4.33  0.017
N  -1.12  0.44  -3.44  0.120
C  -1.30  1.86  -3.86  0.015
C  -2.41  -0.30  -3.51  0.011
C  -3.29  0.03  -2.32  0.009
N  -2.60  -0.28  -1.04  0.099
C  -2.59  -1.74  -0.78  0.010
C  -3.30  0.40  0.08  0.008
H  -0.44  -0.14  -5.37  0.004
H  0.03  -1.23  -4.05  0.002
H  0.84  0.35  -4.22  0.001
H  -1.64  1.89  -4.90  0.004
H  -0.34  2.37  -3.79  0.000
H  -2.02  2.36  -3.23  0.001
H  -2.18  -1.36  -3.55  0.001
H  -2.92  -0.04  -4.44  0.003
H  -4.22  -0.53  -2.39  0.003
H  -3.54  1.09  -2.30  0.001
H  -3.62  -2.11  -0.71  0.003
H  -2.08  -1.93  0.17  0.001
H  -2.07  -2.27  -1.57  0.003
H  -4.33  0.04  0.14  0.003
H  -3.28  1.48  -0.07  0.001
H  -2.78  0.18  1.01  0.002
C  1.56  0.06  1.50  0.013
C  1.55  -1.05  0.52  0.018
N  0.80  -1.11  -0.60  0.099
C  1.07  -2.33  -1.22  0.022
C  1.98  -2.99  -0.47  0.004
N  2.27  -2.18  0.61  0.001
C  3.22  -2.53  1.69  -0.002
N  2.61  -2.55  2.97  0.005
N  2.88  -1.54  3.85  0.199
N  2.18  -1.69  4.89  -0.008
C  1.42  -2.84  4.76  0.218
C  0.51  -3.43  5.64  0.049
C  -0.10  -4.59  5.22  0.081
C  0.18  -5.15  3.96  0.281
C  1.07  -4.58  3.08  0.057
C  1.68  -3.40  3.51  0.104
H  1.05  0.93  1.09  0.008
H  2.58  0.34  1.76  0.000
H  1.07  -0.24  2.42  0.001
H  0.60  -2.63  -2.14  0.004
H  2.44  -3.95  -0.61  0.001
H  4.02  -1.79  1.72  0.000
H  3.63  -3.50  1.42  0.000
H  0.32  -3.00  6.61  -0.001
H  -0.80  -5.09  5.87  0.001
H  -0.31  -6.07  3.68  0.011
H  1.29  -5.04  2.12  0.000
O  1.40  1.99  -1.95  0.085
C  0.80  2.76  -1.19  0.028
N  -0.35  2.29  -0.60  0.141
C  -0.91  3.32  0.23  0.023
O  -1.92  3.21  0.86  0.012
C  0.02  4.48  0.10  0.010
C  -0.04  5.72  0.69  0.002
C  0.98  6.62  0.38  0.005
C  2.02  6.28  -0.48  0.002
C  2.08  5.02  -1.08  0.003
C  1.06  4.14  -0.76  0.005
H  -0.84  5.99  1.37  0.000
H  0.97  7.61  0.83  0.000
H  2.79  7.00  -0.70  0.000
H  2.88  4.75  -1.75  0.000

=====

Entry 4:
Formula: C25H31MoN5O4PS3
Source: the OMol25 dataset
Level of theory: the ωB97M-V functional and the def2-TZVPD basis

Summary:
Spin multiplicity: 2
HOMO energy (alpha / beta), Eh: -0.2542 / -0.2395

Last column: Löwdin spin population.
CARTESIAN COORDINATES (ANGSTROEM)
Mo  0.11  0.08  0.12  1.059
C  -1.95  3.48  1.98  -0.009
C  -1.41  2.13  1.63  -0.055
N  -0.81  1.88  0.47  -0.006
N  -0.73  2.80  -0.48  0.007
C  -0.28  2.27  -1.59  0.001
O  0.06  1.02  -1.61  0.027
C  -0.29  3.05  -2.82  -0.001
C  -0.17  2.39  -4.05  0.000
C  -0.29  3.09  -5.23  0.000
C  -0.55  4.45  -5.22  -0.001
C  -0.65  5.12  -4.00  0.000
C  -0.53  4.43  -2.81  -0.001
C  -1.60  0.96  2.40  -0.016
C  -2.17  0.94  3.69  -0.011
C  -2.43  -0.26  4.30  -0.009
C  -2.15  -1.44  3.59  -0.017
C  -1.54  -1.36  2.37  -0.003
N  -1.21  -0.20  1.78  -0.015
H  -1.62  4.20  1.23  0.000
H  -3.04  3.46  2.00  -0.003
H  -1.60  3.80  2.96  -0.002
H  0.01  1.32  -4.06  0.000
H  -0.21  2.56  -6.17  0.000
H  -0.66  4.99  -6.14  0.000
H  -0.84  6.18  -3.99  0.000
H  -0.61  4.93  -1.86  0.000
H  -2.38  1.88  4.18  -0.001
H  -2.87  -0.32  5.28  0.000
H  -2.39  -2.42  4.00  -0.001
H  -1.31  -2.25  1.82  0.000
C  -2.27  -3.40  -4.41  0.000
C  -0.89  -3.25  -3.79  0.000
O  -0.94  -3.53  -2.40  0.000
P  -0.66  -2.39  -1.30  0.005
S  1.20  -1.69  -1.63  0.004
S  -2.17  -1.10  -1.13  -0.002
O  -0.68  -3.29  0.02  0.007
C  0.31  -4.29  0.27  0.001
C  -0.25  -5.66  -0.08  0.000
H  -2.19  -3.32  -5.49  0.000
H  -2.94  -2.64  -4.03  0.000
H  -2.68  -4.38  -4.16  0.000
H  -0.50  -2.23  -3.94  0.000
H  -0.18  -3.95  -4.24  0.000
H  0.56  -4.21  1.33  0.000
H  1.21  -4.07  -0.32  0.000
H  -1.23  -5.79  0.38  0.000
H  0.43  -6.43  0.28  0.000
H  -0.37  -5.75  -1.16  0.000
N  3.12  1.67  -1.91  0.001
C  2.89  0.91  -0.82  0.003
N  3.65  -0.20  -0.67  0.000
O  2.12  1.30  0.07  0.006
H  3.61  1.31  -2.71  0.000
H  2.51  2.47  -2.06  0.000
H  4.11  -0.61  -1.47  0.000
H  3.36  -0.84  0.06  0.000
S  1.51  -1.29  1.64  0.013
C  1.80  -0.45  3.16  0.005
C  2.29  -1.16  4.25  0.002
C  2.57  -0.50  5.43  0.000
C  2.37  0.87  5.53  0.002
C  1.88  1.57  4.45  0.000
C  1.59  0.92  3.26  0.006
H  2.45  -2.22  4.17  0.000
H  2.95  -1.04  6.28  0.000
H  2.61  1.39  6.45  0.000
H  1.73  2.64  4.51  0.000
H  1.24  1.48  2.40  0.002